C3H8N2O in the gas phase. Source: OMol25; level of theory: ωB97M-V/def2-TZVPD.

Structure (XYZ):
```
14
Properties=species:S:1:pos:R:3
C 0.02419 -1.73598 -0.32298
C -0.86070 -0.48207 -0.29990
N -0.58059 0.42678 0.81210
C 0.40476 1.36448 0.77356
N 0.93389 1.64882 -0.46552
O 0.85252 1.92530 1.76125
H -0.61538 -2.57309 -0.00199
H 0.83646 -1.75101 0.41009
H 0.45360 -2.09556 -1.25403
H -0.84168 0.06162 -1.24234
H -1.89908 -0.79042 -0.16377
H -0.82449 0.02085 1.70021
H 1.66516 2.32801 -0.36546
H 0.45133 1.65226 -1.34121
```

frontier orbital gap	10.5	eV
energy above the lowest of the compared OMol25 structures with the same formula, charge and spin	32.5	kJ/mol
LUMO energy	0.88	eV
E_HOMO	-9.6	eV
SMILES string	CCNC(N)=O


2 unconnected molecules or ions with the total composition CH2O4S. Source: OMol25; level of theory: ωB97M-V/def2-TZVPD.

Structure (XYZ):
```
8
Properties=species:S:1:pos:R:3
C 0.43974 0.46111 -0.16723
O -2.07457 0.55850 1.96885
O 1.76105 1.61245 1.15066
O 0.26822 1.24453 2.39486
O 1.27266 1.39631 -0.02395
S -1.16541 1.72762 2.09068
H 0.15570 -0.13343 0.71024
H -0.15842 0.41068 -1.06864
```

frontier orbital gap	7.7	eV
energy above the lowest of the compared OMol25 structures with the same formula, charge and spin	663.3	kJ/mol
LUMO energy	-1.53	eV
E_HOMO	-9.2	eV


A molecular structure, C36H45N6PRuSb2. Source: OMol25; level of theory: ωB97M-V/def2-TZVPD.

Structure (XYZ):
```
91
Properties=species:S:1:pos:R:3
Ru -0.70551 1.09644 -0.20561
C -4.69154 0.44859 -2.28546
C -3.33318 0.32625 -1.96462
N -2.70567 1.06541 -1.06856
C -3.45489 2.07121 -0.47237
C -4.84079 2.20926 -0.67492
C -5.45801 1.35832 -1.61908
C -5.54820 3.19573 0.05401
C -4.89331 4.01727 0.92436
C -3.49393 3.95192 1.07011
C -2.76657 3.03249 0.34548
N -1.38542 2.86485 0.31389
C -0.42950 3.83353 0.61816
C -0.59147 5.19728 0.73949
C 0.51279 6.01128 1.06164
C 1.75774 5.48785 1.26008
C 1.98449 4.10025 1.09605
C 3.25185 3.49192 1.21937
C 3.37762 2.14984 0.98041
C 2.25272 1.41170 0.59742
N 1.05543 1.94372 0.44959
C 0.89638 3.28223 0.73754
H -5.11054 -0.19810 -3.04257
H -2.75689 -0.43757 -2.46933
H -6.51640 1.45557 -1.82497
H -6.61599 3.29076 -0.09395
H -5.44508 4.75416 1.49182
H -3.00385 4.64220 1.73973
H -1.54491 5.66549 0.55125
H 0.36153 7.07902 1.14163
H 2.59088 6.13207 1.50846
H 4.10994 4.09014 1.49851
H 4.33153 1.64846 1.06986
H 2.30789 0.34775 0.39991
C -0.40690 -0.56885 -3.77665
Sb -0.12966 -1.12822 -1.74082
C -1.85920 -2.31975 -1.26902
C 0.82413 -3.10268 -2.18910
C 1.91701 -3.26297 -3.17272
C 1.62592 -3.11752 -4.53059
C 2.59815 -3.28449 -5.49659
C 3.91166 -3.63011 -5.12057
C 4.21155 -3.83976 -3.80174
C 3.23761 -3.67989 -2.79766
C 3.57829 -3.99750 -1.41420
Sb 4.03093 -2.19411 -0.23368
C 6.02401 -2.73664 0.27709
C 4.49234 -0.83974 -1.84585
H -1.00620 -1.32306 -4.28682
H 0.57387 -0.51975 -4.24877
H -0.88241 0.40552 -3.86177
H -2.34260 -2.70235 -2.16898
H -2.58731 -1.77560 -0.67510
H -1.50215 -3.18064 -0.70058
H -0.09196 -3.49600 -2.63139
H 0.98826 -3.59920 -1.23615
H 0.61399 -2.88890 -4.83566
H 2.34606 -3.17184 -6.54196
H 4.67162 -3.77257 -5.87634
H 5.20741 -4.15887 -3.52237
H 4.49535 -4.58436 -1.36652
H 2.79281 -4.54511 -0.89831
H 6.61631 -2.82233 -0.63286
H 6.01304 -3.69336 0.79646
H 6.47497 -1.99295 0.93098
H 5.57248 -0.78311 -1.97063
H 4.11453 0.16224 -1.65318
H 4.06385 -1.19956 -2.78000
C -2.96915 -0.76425 4.13227
N -1.99400 0.42161 4.29644
C -0.66109 -0.13217 4.84498
N -0.15946 -1.15641 4.00160
C -1.13226 -2.24120 3.87731
N -2.39686 -1.76996 3.31484
C -2.27876 -1.38691 1.90463
P -1.08849 0.00731 1.70222
C -1.79009 1.14044 2.99278
C 0.31099 -0.66742 2.69990
H -3.88666 -0.35766 3.70744
H -3.15492 -1.13490 5.14069
H -2.38729 1.07307 4.98059
H -0.88969 -0.51851 5.83826
H 0.02151 0.71409 4.91791
H -1.32134 -2.66092 4.86591
H -0.72249 -3.02392 3.24175
H -3.25893 -1.11212 1.50717
H -1.92605 -2.24410 1.33145
H -2.75197 1.54443 2.67053
H -1.10454 1.97373 3.16102
H 1.06997 0.10467 2.84757
H 0.78470 -1.48213 2.14745
```

frontier orbital gap (alpha / beta)	6.2 / 3.2	eV
charge	+3
LUMO energy (alpha / beta)	-7.76 / -10.80	eV
E_HOMO (alpha / beta)	-14.0 / -14.0	eV
<S²>	0.771
multiplicity	2


3 unconnected molecules or ions with the total composition C2H11NO2S2. Source: OMol25; level of theory: ωB97M-V/def2-TZVPD.

Structure (XYZ):
```
18
Properties=species:S:1:pos:R:3
N 0.60661 1.28419 -1.72581
C 1.51334 1.35513 -0.59586
C 0.71427 1.12043 0.68975
S 1.32815 -0.39855 1.49774
S -0.32563 -1.62575 2.01968
H -0.26186 1.79910 -1.72886
H 1.12289 1.48113 -2.57056
H 2.27573 0.63371 -0.82283
H 1.93386 2.33828 -0.46635
H 0.81288 1.89706 1.45056
H -0.34933 1.15678 0.46733
H -1.33444 -0.96593 1.43175
O -1.45565 -1.70432 -2.76930
H -1.82566 -2.18908 -2.02155
H -0.77567 -1.18116 -2.31647
O -2.60989 1.81680 -1.64703
H -2.58861 1.30966 -2.46608
H -2.98111 1.19619 -1.04271
```

frontier orbital gap	8.4	eV
energy above the lowest of the compared OMol25 structures with the same formula, charge and spin	85.2	kJ/mol
LUMO energy	0.17	eV
E_HOMO	-8.2	eV
SMILES string	NCCSS.O.O


A molecular structure, C5H9NO. Source: OMol25; level of theory: ωB97M-V/def2-TZVPD.

Structure (XYZ):
```
16
Properties=species:S:1:pos:R:3
C 0.09419 0.11530 0.67088
C 0.45054 -1.34697 0.70457
C -1.37056 0.45665 0.81052
C 0.18992 0.44077 -1.45922
C 1.16642 1.11370 -0.63299
N -0.36540 -0.40803 -2.10859
O 2.37274 0.78321 -0.73177
H 0.68296 0.65114 1.41555
H -0.41538 -0.38847 -3.12329
H 0.82768 2.11394 -0.30520
H -1.72190 0.19123 1.81298
H 0.25641 -1.75510 1.70167
H -0.14592 -1.92855 -0.00299
H 1.51165 -1.47136 0.47682
H -1.54903 1.52762 0.67612
H -1.98432 -0.09510 0.09494
```

frontier orbital gap	8.9	eV
energy above the lowest of the compared OMol25 structures with the same formula, charge and spin	414.4	kJ/mol
LUMO energy	0.63	eV
E_HOMO	-8.3	eV


2 unconnected molecules or ions with the total composition C40H42Cl2F3N3O2. Source: OMol25; level of theory: ωB97M-V/def2-TZVPD.

Structure (XYZ):
```
92
Properties=species:S:1:pos:R:3
C -0.65960 3.65836 -3.02370
C 0.46507 3.41373 -2.02165
C 1.11891 4.72154 -1.56964
C 1.49913 2.42114 -2.56318
C 2.24950 2.76531 -3.68488
C 3.23003 1.90691 -4.17548
C 3.47899 0.69422 -3.53454
C 2.74994 0.32349 -2.40527
C 3.04766 -0.98858 -1.67774
C 4.53447 -1.34540 -1.60191
C 2.29080 -2.13370 -2.31029
C 1.71199 1.16923 -1.96623
N 0.90206 0.78515 -0.82701
N 1.15801 1.36240 0.36594
N 0.24123 0.83333 1.21895
C 0.44006 1.05608 2.63814
C 0.03282 2.28459 3.19218
C -0.55030 3.40807 2.33294
C 0.28081 4.68854 2.46713
C -2.02471 3.66035 2.65042
C 0.14669 2.47452 4.57172
C 0.67077 1.46905 5.38167
C 1.13201 0.28202 4.81532
C 1.08038 0.08451 3.43449
C 1.70836 -1.17017 2.83091
C 0.76018 -2.36573 2.92213
C 3.07024 -1.50368 3.45823
C -0.66259 0.02178 0.54002
C -1.80202 -0.58256 1.18470
C -2.49429 -1.66130 0.57007
C -3.61214 -2.24164 1.14425
C -4.04331 -1.79475 2.38721
C -5.20918 -2.49077 3.03638
F -5.61188 -1.88366 4.19047
F -6.29438 -2.53878 2.20120
F -4.89646 -3.79110 3.35479
C -3.40978 -0.74286 3.03762
C -2.31556 -0.13613 2.44100
C -0.25588 -0.03297 -0.79633
C -0.75658 -0.65700 -1.92832
H -1.14344 2.71048 -3.28504
H -1.41628 4.32460 -2.59507
H -0.27107 4.11440 -3.94365
H 0.04131 2.93518 -1.13202
H 1.89611 4.51919 -0.82193
H 1.58587 5.24292 -2.41643
H 0.37495 5.38908 -1.11660
H 2.06451 3.72597 -4.16701
H 3.80400 2.18786 -5.05855
H 4.25638 0.02802 -3.90735
H 2.67530 -0.85986 -0.65072
H 5.11913 -0.52044 -1.18367
H 4.66280 -2.21960 -0.95307
H 4.93356 -1.59792 -2.59188
H 1.22542 -1.90726 -2.34746
H 2.61496 -2.31657 -3.34266
H 2.40195 -3.06194 -1.73876
H -0.46829 3.06422 1.29424
H 1.33067 4.48189 2.22491
H -0.08595 5.45836 1.77713
H 0.23525 5.08551 3.49110
H -2.61232 2.74411 2.51789
H -2.15271 3.99975 3.68807
H -2.43170 4.42621 1.97998
H -0.18540 3.42373 5.00417
H 0.73086 1.61652 6.46037
H 1.55383 -0.50312 5.44945
H 1.87735 -0.94921 1.76767
H -0.22358 -2.11540 2.50510
H 1.16257 -3.21728 2.35759
H 0.61468 -2.66892 3.96943
H 3.72400 -0.62422 3.45811
H 2.95978 -1.85262 4.49331
H 3.56617 -2.29326 2.88141
H -2.11188 -2.04861 -0.36784
H -4.14658 -3.03507 0.62715
H -3.77518 -0.38517 3.99534
H -1.85644 0.71159 2.94938
H -1.80005 -0.93784 -1.93526
H -0.18388 -0.56200 -2.84336
Cl -3.31788 -5.44600 -6.65838
C -2.58844 -4.75122 -5.28700
C -1.29998 -4.35315 -5.29386
C -0.61449 -3.82318 -4.10672
O 0.54886 -3.41475 -4.18387
C -1.41323 -3.83600 -2.84314
Cl -0.51322 -3.79970 -1.37570
C -2.72829 -4.16035 -2.85636
C -3.43321 -4.67190 -4.04609
O -4.60047 -5.06214 -4.00808
H -0.71150 -4.46150 -6.20026
H -3.27624 -4.15690 -1.91574
```

frontier orbital gap	4.3	eV
energy above the lowest of the compared OMol25 structures with the same formula, charge and spin	0.0	kJ/mol
LUMO energy	-2.06	eV
E_HOMO	-6.4	eV